This record from OMol25 describes a 2-piece molecular cluster, C2H7N2O overall at a distorted geometry. The level of theory is ωB97M-V/def2-TZVPD.

Structure (XYZ):
```
12
Properties=species:S:1:pos:R:3:forces:R:3:lowdin_charge:R:1
C 0.188 0.374 -0.661 0.41 -0.46 -0.62 -0.402
C -0.716 -2.170 1.219 0.93 2.13 2.45 0.204
N -0.001 0.194 0.676 -1.70 -1.21 2.89 0.117
N 0.325 1.819 -0.955 1.28 0.34 2.58 0.276
O 1.264 0.088 0.122 1.96 -0.97 0.14 0.009
H -0.106 -0.389 -1.395 -0.08 1.06 -0.31 0.182
H 0.288 -2.527 1.444 -0.42 -0.04 -0.10 0.040
H -1.351 -1.751 2.022 0.51 -0.66 -0.52 0.044
H -1.080 -2.120 0.264 -0.89 -0.47 -2.19 -0.032
H 0.830 2.302 -0.101 -0.46 -1.61 -1.83 0.241
H -0.535 2.295 -0.866 -1.72 0.83 -1.27 0.155
H 0.895 1.885 -1.769 0.17 1.07 -1.22 0.166
```
Positions in Å, forces in eV/Å.

Computed properties:
ΔE to the lowest compared entry with this formula, charge and spin = 713.68 kJ/mol
charge = +1
Kohn-Sham gap (alpha / beta) = 10.39 / 7.36 eV
HOMO level (alpha / beta) = -14.28 / -12.63 eV



This record from OMol25 describes C25H31AuN4O4P as an isolated structure. The level of theory is ωB97M-V/def2-TZVPD.

Structure (XYZ):
```
66
Properties=species:S:1:pos:R:3:forces:R:3:lowdin_charge:R:1
Au -0.236 -0.260 0.182 -0.17 -0.42 -0.12 0.855
C 2.593 -4.320 -1.797 0.00 0.00 -0.01 -0.121
C 2.770 -4.376 -0.421 0.01 0.00 0.02 -0.105
C 2.489 -3.277 0.376 -0.04 -0.01 0.00 -0.057
C 2.026 -2.082 -0.185 0.00 -0.07 -0.02 -0.323
C 1.838 -2.042 -1.571 0.04 0.02 0.03 -0.058
C 2.120 -3.143 -2.363 0.02 -0.01 0.01 -0.114
N 1.665 -0.971 0.598 -0.03 0.21 0.03 -0.108
C 2.525 -0.449 1.496 0.05 0.05 0.02 -0.241
C 3.867 -0.902 1.659 0.04 -0.01 0.00 -0.044
C 4.696 -0.390 2.625 0.02 -0.03 -0.02 -0.111
C 4.282 0.625 3.499 -0.06 0.02 -0.01 -0.128
C 3.018 1.139 3.329 0.11 -0.04 0.03 -0.055
C 2.159 0.644 2.345 -0.14 0.05 -0.06 -0.217
N 0.940 1.254 2.060 0.04 -0.09 0.00 0.005
N 0.455 2.059 2.873 -0.06 0.08 0.00 0.067
C -0.771 2.608 2.373 0.10 -0.05 0.03 -0.334
C -1.733 2.962 3.311 -0.04 0.02 -0.03 -0.035
C -2.956 3.412 2.846 0.00 0.00 0.02 -0.087
C -3.162 3.501 1.478 -0.02 0.00 -0.01 -0.066
C -2.120 3.157 0.630 0.00 0.04 0.02 -0.138
N -0.937 2.735 1.064 -0.03 0.03 -0.01 0.120
H 2.806 -5.183 -2.415 0.00 0.00 0.00 0.088
H 3.118 -5.292 0.044 0.00 0.00 -0.01 0.093
H 2.603 -3.345 1.450 0.00 0.01 0.00 0.113
H 1.439 -1.136 -2.010 -0.01 0.02 0.00 0.090
H 1.955 -3.080 -3.432 0.01 -0.01 0.00 0.097
H 4.249 -1.663 0.994 -0.01 0.00 0.01 0.095
H 5.706 -0.780 2.697 0.00 0.00 0.01 0.094
H 4.950 1.017 4.254 0.00 0.00 0.00 0.084
H 2.659 1.963 3.932 -0.01 0.00 0.00 0.094
H -1.516 2.849 4.364 0.00 0.00 0.00 0.098
H -3.743 3.676 3.541 0.00 0.00 0.00 0.097
H -4.109 3.822 1.066 -0.01 0.00 0.01 0.098
H -2.239 3.205 -0.447 0.01 0.01 0.05 0.089
C -1.508 -2.974 -3.441 0.00 0.00 -0.01 -0.031
C -2.618 -2.054 -2.954 0.01 0.02 0.01 -0.634
C -3.697 -1.877 -4.016 0.00 -0.02 -0.01 -0.039
C -3.213 -2.586 -1.655 -0.02 -0.02 0.01 -0.043
O -1.964 -0.785 -2.748 0.04 0.03 -0.06 -0.202
P -2.555 0.381 -1.793 0.06 0.11 -0.13 0.228
O -3.962 0.701 -2.121 0.01 -0.07 0.05 -0.279
O -2.233 0.039 -0.350 0.15 0.17 0.20 -0.445
O -1.529 1.565 -2.153 -0.12 -0.03 -0.06 -0.210
C -1.249 2.126 -3.449 0.06 -0.03 0.01 -0.630
C 0.012 1.445 -3.968 0.02 0.00 -0.02 -0.030
C -0.991 3.603 -3.178 0.03 0.00 -0.01 -0.038
C -2.401 1.962 -4.433 0.02 0.00 -0.03 -0.040
H -1.905 -3.965 -3.671 0.00 0.00 0.01 0.085
H -0.734 -3.067 -2.679 -0.03 -0.01 0.00 0.072
H -1.053 -2.562 -4.345 0.00 0.01 -0.01 0.084
H -4.207 -2.826 -4.198 0.00 0.00 0.01 0.082
H -3.247 -1.544 -4.954 0.00 0.01 0.00 0.080
H -4.419 -1.131 -3.685 0.00 0.00 0.00 0.074
H -3.618 -3.586 -1.825 0.01 0.00 0.00 0.085
H -4.017 -1.940 -1.302 0.01 0.00 0.00 0.081
H -2.447 -2.636 -0.880 0.00 0.00 0.00 0.080
H 0.837 1.609 -3.273 -0.01 -0.02 0.01 0.088
H 0.291 1.844 -4.947 -0.01 0.01 0.00 0.082
H -0.160 0.372 -4.058 0.00 0.01 0.00 0.073
H -0.247 3.707 -2.387 0.00 0.00 0.01 0.089
H -1.912 4.092 -2.857 0.00 0.01 0.01 0.083
H -0.624 4.102 -4.077 -0.02 -0.01 0.00 0.082
H -2.568 0.912 -4.669 -0.01 0.00 0.01 0.070
H -2.148 2.491 -5.356 -0.01 0.01 0.01 0.085
H -3.324 2.367 -4.021 -0.01 0.00 0.01 0.083
```
Positions in Å, forces in eV/Å.

Computed properties:
ΔE to the lowest compared entry with this formula, charge and spin = 0.00 kJ/mol
charge = -1
Kohn-Sham gap = 6.71 eV
HOMO level = -4.17 eV



This record from OMol25 describes C4H12N3 as an isolated structure at a distorted geometry. The level of theory is ωB97M-V/def2-TZVPD.

Structure (XYZ):
```
19
Properties=species:S:1:pos:R:3:forces:R:3:lowdin_charge:R:1
C -1.857 -0.286 0.095 -0.03 1.06 1.10 -0.103
C 0.026 -1.785 0.663 1.83 -1.39 -2.25 -0.006
C 0.785 0.387 -1.535 2.22 1.93 0.65 -0.090
C 1.628 1.023 1.023 -4.48 1.66 -2.97 0.138
N -2.295 0.946 -0.203 -0.24 -1.29 -0.65 0.176
N -0.585 -0.497 0.224 2.70 -0.31 -0.18 -0.154
N 0.299 0.548 -0.197 1.43 0.78 3.36 -0.146
H -2.388 -1.162 0.447 -1.08 0.41 -0.39 0.165
H 1.171 -1.681 0.463 -2.14 -0.05 0.58 0.125
H -0.130 -2.067 1.703 -0.24 0.42 -0.04 0.089
H -0.257 -2.681 -0.024 0.08 1.68 1.19 0.127
H 0.911 -0.581 -1.826 -0.39 -3.10 -0.91 0.047
H 0.193 0.952 -2.255 0.34 0.10 -0.11 0.093
H 1.881 0.638 -1.459 -1.22 0.74 -0.77 0.113
H 1.425 0.596 1.925 -1.16 -1.35 2.30 0.023
H 2.642 0.918 0.849 1.82 -0.81 -1.66 0.043
H 1.339 2.079 1.018 0.27 -0.35 0.14 0.077
H -3.304 1.140 -0.373 1.49 -0.15 0.14 0.155
H -1.486 1.515 -0.537 -1.21 0.02 0.47 0.127
```
Positions in Å, forces in eV/Å.

Computed properties:
ΔE to the lowest compared entry with this formula, charge and spin = 438.68 kJ/mol
charge = +1
Kohn-Sham gap = 10.45 eV
HOMO level = -13.78 eV



This record from OMol25 describes a single C20H22N2O2 molecule at a distorted geometry. The level of theory is ωB97M-V/def2-TZVPD.

Structure (XYZ):
```
46
Properties=species:S:1:pos:R:3:forces:R:3:lowdin_charge:R:1
C 2.705 -4.319 6.885 0.23 -0.27 0.18 -0.059
C 1.896 -3.186 6.336 -0.87 0.57 -0.53 -0.283
C 0.880 -2.519 7.051 0.34 -0.11 0.02 -0.041
C 0.069 -1.533 6.471 -0.20 0.21 0.24 -0.043
C 0.170 -1.233 5.078 1.35 -0.57 0.15 -0.178
C -0.723 -0.272 4.357 2.61 4.99 -2.83 -0.082
C -2.011 -0.044 4.956 -1.21 1.47 0.77 -0.124
C -2.659 1.207 5.121 0.17 -2.42 0.34 -0.225
C -2.249 2.584 4.804 0.09 0.11 -0.13 -0.029
N -3.833 0.978 5.782 -0.42 -0.87 0.40 0.116
C -3.955 -0.387 6.118 -0.74 0.99 -0.16 -0.185
C -5.054 -1.010 6.738 1.07 -0.59 -0.31 -0.015
C -4.926 -2.393 6.964 -0.56 1.51 0.10 -0.098
C -3.760 -3.062 6.595 0.62 0.24 -0.47 -0.092
C -2.706 -2.423 5.937 -0.46 0.13 -0.17 -0.023
C -2.806 -1.046 5.646 -0.74 0.12 0.01 -0.123
C -0.812 -0.041 2.514 -0.21 -2.76 0.52 -0.325
C -1.294 -1.389 1.998 0.01 -0.87 -1.17 -0.039
C -1.583 1.145 1.930 -0.21 0.99 -0.02 -0.021
N 0.592 0.177 2.027 2.73 0.41 -0.70 -0.328
O 1.032 1.357 2.109 -0.80 -2.82 0.09 0.039
O 1.273 -0.782 1.561 -1.65 2.56 0.99 0.017
C 1.301 -1.764 4.432 -0.76 0.02 0.42 -0.014
C 2.091 -2.743 5.034 0.33 0.27 -0.59 -0.041
H 3.446 -4.666 6.155 -0.20 0.13 0.13 0.077
H 3.249 -4.042 7.792 -0.06 0.06 -0.01 0.079
H 2.075 -5.177 7.143 0.02 0.13 -0.04 0.082
H 0.741 -2.815 8.101 -0.08 0.41 -0.41 0.117
H -0.608 -0.978 7.171 0.39 -0.70 -1.09 0.136
H -0.111 0.740 4.124 -1.18 -1.50 2.33 0.160
H -1.170 2.601 4.682 0.12 0.23 -0.10 0.086
H -2.724 2.907 3.884 -0.01 0.31 -0.09 0.075
H -2.534 3.285 5.584 0.00 -0.02 0.19 0.088
H -4.537 1.675 5.988 0.31 -0.18 -0.05 0.160
H -5.923 -0.405 6.991 0.04 -0.37 0.11 0.104
H -5.748 -2.909 7.452 0.20 -0.08 -0.09 0.097
H -3.684 -4.116 6.803 0.07 -0.19 0.03 0.095
H -1.816 -2.958 5.633 -0.22 -0.19 0.06 0.104
H -2.356 -1.335 1.710 0.34 0.03 0.32 0.082
H -0.724 -1.638 1.055 -0.71 -0.04 1.06 0.099
H -1.187 -2.217 2.744 0.13 0.71 -0.77 0.095
H -2.589 0.853 1.581 0.41 0.01 0.52 0.092
H -1.668 2.019 2.624 0.25 -0.98 -0.86 0.058
H -1.035 1.505 1.013 -0.59 -0.34 1.00 0.111
H 1.547 -1.374 3.450 0.05 -0.66 0.28 0.086
H 2.890 -3.146 4.413 -0.01 -0.06 0.31 0.113
```
Positions in Å, forces in eV/Å.

Computed properties:
ΔE to the lowest compared entry with this formula, charge and spin = 613.40 kJ/mol
SMILES = Cc1ccc([C@H](c2c(C)[nH]c3ccccc23)C(C)(C)[N+](=O)[O-])cc1
Kohn-Sham gap = 7.36 eV
HOMO level = -7.64 eV



This record from OMol25 describes a 5-piece molecular cluster, C17H36NO6S4 overall at a distorted geometry. The level of theory is ωB97M-V/def2-TZVPD.

Structure (XYZ):
```
64
Properties=species:S:1:pos:R:3:forces:R:3:lowdin_charge:R:1
C 2.012 -2.594 1.675 0.31 -0.54 -0.02 -0.105
C 2.562 -1.317 0.866 -0.41 -0.42 -0.31 -0.182
C 1.518 -0.110 0.710 1.09 0.83 -0.02 -0.133
N 0.086 -0.593 0.651 -2.59 -0.63 0.58 -0.084
C -0.775 -0.185 1.731 -2.42 -1.72 -1.30 0.058
C -2.248 -0.640 1.820 2.13 -1.10 -3.18 0.084
C -2.780 -1.555 0.690 3.21 0.65 -0.79 -0.012
C -4.300 -2.086 0.637 -0.87 1.33 2.07 -0.350
O -5.115 -1.621 1.455 2.97 -2.07 -3.16 0.095
O -4.595 -3.022 -0.390 0.82 0.96 2.04 0.045
C -1.797 -1.963 -0.450 1.58 1.95 2.31 0.082
C -0.337 -1.453 -0.429 -3.11 0.48 2.24 0.068
H 1.011 -2.439 2.200 1.32 -0.10 -0.75 0.069
H 2.759 -2.923 2.493 -1.19 0.59 -1.42 0.091
H 1.900 -3.469 0.932 0.03 1.28 1.32 0.076
H 3.486 -0.938 1.414 -1.25 -0.24 -1.09 0.125
H 2.817 -1.668 -0.202 -0.03 0.62 1.74 0.078
H 1.679 0.507 -0.247 -0.08 -1.17 1.39 0.096
H 1.672 0.638 1.580 -0.68 -1.35 -1.17 0.107
H -0.341 0.502 2.545 -0.47 -1.25 -1.57 0.150
H -2.921 -0.286 2.667 1.11 -0.59 -1.34 0.131
H -4.518 -3.938 -0.032 -0.21 0.83 -0.23 0.144
H -2.094 -2.640 -1.326 0.34 1.22 1.63 0.129
H 0.442 -1.705 -1.221 -1.16 0.32 1.10 0.130
C 3.957 -4.043 -2.262 -0.05 -0.07 0.01 -0.256
S 3.327 -2.516 -2.991 0.17 -0.19 -0.15 0.776
O 1.861 -2.705 -3.232 0.11 0.08 0.25 -0.573
C 4.168 -2.710 -4.576 -0.06 0.00 -0.09 -0.257
H 3.527 -4.154 -1.265 0.00 0.09 -0.07 0.038
H 3.668 -4.896 -2.878 -0.04 0.10 -0.02 0.065
H 5.044 -3.987 -2.182 -0.06 0.07 0.00 0.062
H 3.866 -3.648 -5.045 -0.05 0.04 0.10 0.064
H 5.248 -2.699 -4.418 -0.07 0.03 0.07 0.060
H 3.889 -1.876 -5.220 -0.03 -0.03 0.13 0.053
C 3.081 3.791 4.919 -0.04 -0.13 0.14 -0.262
S 2.332 3.137 3.412 0.35 0.34 0.04 0.814
O 2.253 1.646 3.559 -0.06 -0.02 -0.18 -0.586
C 3.733 3.499 2.333 -0.08 -0.08 0.02 -0.257
H 2.387 3.634 5.746 0.00 -0.01 -0.12 0.053
H 4.016 3.268 5.126 -0.06 -0.03 -0.10 0.062
H 3.266 4.859 4.799 -0.06 -0.06 -0.07 0.058
H 4.629 2.996 2.700 -0.10 -0.02 0.06 0.069
H 3.897 4.578 2.297 -0.09 -0.03 0.08 0.061
H 3.498 3.136 1.332 0.05 -0.03 0.11 -0.001
C 2.720 4.531 -1.917 0.04 0.07 0.03 -0.250
S 2.468 2.816 -1.413 0.17 0.18 -0.32 0.792
O 3.693 2.381 -0.671 -0.28 0.00 -0.24 -0.555
C 2.567 2.120 -3.076 0.05 -0.06 -0.04 -0.251
H 2.733 5.156 -1.024 -0.03 -0.13 -0.02 0.052
H 3.672 4.628 -2.443 -0.03 -0.12 0.05 0.066
H 1.899 4.844 -2.565 0.00 -0.07 0.06 0.060
H 3.528 2.371 -3.528 -0.02 0.02 0.12 0.065
H 1.751 2.515 -3.684 0.01 0.00 0.09 0.061
H 2.472 1.036 -3.004 -0.01 0.07 0.08 0.038
C -10.265 0.329 -0.030 -0.05 0.00 -0.10 -0.272
S -8.852 0.780 0.999 0.04 0.25 -0.13 0.810
O -8.431 2.157 0.603 -0.08 -0.48 0.02 -0.557
C -7.694 -0.379 0.241 0.00 0.04 -0.16 -0.283
H -11.109 0.962 0.245 0.14 -0.01 0.06 0.051
H -10.023 0.483 -1.083 0.06 0.04 0.07 0.057
H -10.525 -0.717 0.146 0.04 0.05 0.05 0.052
H -7.614 -0.179 -0.830 -0.09 0.07 0.04 0.061
H -8.039 -1.401 0.407 0.01 0.06 0.05 0.057
H -6.718 -0.247 0.706 -0.24 0.09 0.04 0.018
```
Positions in Å, forces in eV/Å.

Computed properties:
charge = +1
Kohn-Sham gap = 5.59 eV
HOMO level = -10.25 eV



This record from OMol25 describes a 2-piece molecular cluster, C2H3N3 overall at a distorted geometry. The level of theory is ωB97M-V/def2-TZVPD.

Structure (XYZ):
```
8
Properties=species:S:1:pos:R:3:forces:R:3:lowdin_charge:R:1
C -0.384 -3.046 0.004 -0.17 0.13 1.31 -0.053
C 0.258 1.371 -0.037 -2.93 2.71 0.04 -0.103
N -0.241 -3.115 -1.132 0.17 -0.11 -1.31 0.004
N -0.300 -0.544 1.356 0.60 -0.63 2.10 0.096
N -0.314 0.182 0.473 -0.87 -0.94 -1.26 -0.172
H 0.414 2.280 0.550 -0.03 -0.49 1.12 0.084
H -0.580 1.671 -0.702 1.16 0.19 -0.37 0.093
H 1.146 1.201 -0.511 2.07 -0.87 -1.61 0.051
```
Positions in Å, forces in eV/Å.

Computed properties:
ΔE to the lowest compared entry with this formula, charge and spin = 81.05 kJ/mol
multiplicity = 3
Kohn-Sham gap (alpha / beta) = 8.45 / 8.44 eV
HOMO level (alpha / beta) = -7.41 / -12.29 eV